No. 1
{"formula": "C5H11N", "method": "ωB97M-V/def2-TZVPD", "relative_energy_kj_mol": 137.9, "e_tot_ev": -6852.0995, "homo_energy_ev": -8.92, "smiles": "C=CCCCN", "lumo_energy_ha": 0.041, "elements": ["C", "C", "C", "C", "C", "N", "H", "H", "H", "H", "H", "H", "H", "H", "H", "H", "H"], "coordinates": [[-0.9467, -0.7446, -2.2775], [-0.8597, -0.1393, -1.0949], [0.0584, 0.9563, -0.7013], [1.2663, 0.5215, 0.2199], [0.8150, -0.4235, 1.3831], [-0.4767, -0.1447, 2.0042], [-1.4857, -1.6751, -2.4035], [-0.4036, -0.3932, -3.1585], [-1.3078, -0.6743, -0.2535], [0.4547, 1.5181, -1.5459], [-0.5777, 1.4986, 0.0231], [1.6392, 1.4950, 0.5561], [2.0465, -0.0334, -0.2827], [1.5845, -0.2518, 2.1455], [0.6996, -1.3745, 0.8626], [-0.7432, -0.8509, 2.6707], [-0.6415, 0.7960, 2.3116]], "forces_ev_per_angstrom": [[0.4022, 0.2795, -0.2342], [0.7103, -1.9218, -0.3396], [0.0093, -0.4737, 1.2637], [-1.9779, 0.3079, 0.1223], [-0.0024, 1.7126, -0.3033], [-0.3647, -0.1269, -0.9645], [-0.2348, 0.1399, 0.0244], [-0.1815, 0.0710, 0.2019], [-0.2264, 0.4845, -0.1368], [-0.3621, 0.3180, 0.0936], [0.4683, 0.7989, -0.6970], [0.3604, -0.3645, 0.3073], [0.2167, 0.1146, -0.4297], [0.4057, -1.2491, -0.2437], [0.5726, -0.4192, 0.7920], [0.0365, 0.2619, 0.1873], [0.1677, 0.0664, 0.3563]]}



No. 2
{"formula": "C23H20ClNO3PTm", "method": "ωB97M-V/def2-TZVPD", "s_squared": 2.00, "spin_multiplicity": 3, "e_tot_ev": -83136.5007, "homo_energy_ev": [-7.04, -7.04], "lumo_energy_ha": [-0.027, -0.027], "elements": ["C", "C", "C", "H", "C", "C", "H", "H", "H", "H", "Tm", "Cl", "P", "C", "C", "H", "C", "H", "C", "H", "C", "H", "C", "H", "C", "C", "H", "C", "H", "C", "H", "C", "H", "C", "H", "C", "C", "H", "C", "H", "C", "H", "C", "H", "C", "H", "O", "N", "O", "O"], "coordinates": [[-0.6413, 2.9813, 2.4110], [0.1285, 2.8444, 1.2175], [-0.7643, 2.8568, 0.0962], [1.1979, 2.7830, 1.1918], [-2.0943, 2.9722, 0.5824], [-1.9555, 3.1549, 1.9029], [-2.9357, 3.1959, 2.6576], [-0.3053, 2.9033, 3.4081], [-0.4880, 2.7979, -0.9409], [-2.9869, 2.9246, 0.0129], [-1.1359, 1.0483, 1.3128], [-3.1279, -0.1260, 0.7573], [0.0457, -0.4018, -0.0619], [-0.1253, 0.0117, -1.8289], [0.9676, 0.0267, -2.6924], [1.9624, -0.1611, -2.3144], [0.7896, 0.2840, -4.0465], [1.6485, 0.2977, -4.7056], [-0.4819, 0.5183, -4.5521], [-0.6190, 0.7176, -5.6076], [-1.5772, 0.4893, -3.6974], [-2.5733, 0.6600, -4.0855], [-1.4034, 0.2406, -2.3452], [-2.2593, 0.2089, -1.6833], [1.8207, -0.2923, 0.2964], [2.5227, 0.8979, 0.0875], [2.0283, 1.7469, -0.3668], [3.8593, 0.9952, 0.4390], [4.3960, 1.9187, 0.2606], [4.5088, -0.0893, 1.0173], [5.5519, -0.0123, 1.2965], [3.8122, -1.2699, 1.2377], [4.3099, -2.1165, 1.6928], [2.4764, -1.3733, 0.8793], [1.9385, -2.2937, 1.0583], [-0.3331, -2.1725, 0.0042], [-0.0411, -2.9632, -1.1031], [0.3538, -2.5154, -2.0048], [-0.2617, -4.3328, -1.0660], [-0.0331, -4.9364, -1.9352], [-0.7828, -4.9228, 0.0790], [-0.9585, -5.9909, 0.1072], [-1.0792, -4.1365, 1.1841], [-1.4915, -4.5881, 2.0774], [-0.8598, -2.7674, 1.1522], [-1.0937, -2.1608, 2.0137], [-4.1213, 2.2422, 3.7789], [-3.0908, 2.7752, 3.6409], [-2.4240, 3.2247, 4.5162], [-2.2736, 1.9048, 2.6677]], "forces_ev_per_angstrom": [[3.5103, 3.8849, -4.1053], [1.3291, 3.1083, 0.6106], [0.4534, 2.2313, -1.3406], [0.2722, -0.0948, -0.2005], [1.5204, 1.5951, -4.3231], [2.1831, -1.9732, 3.0961], [-2.9845, 5.2047, 0.3009], [-0.1505, -0.0061, 0.8650], [0.2613, 0.1497, -0.2118], [-0.5789, -0.1950, -0.2907], [-3.1270, -4.0696, 3.3033], [-1.2390, -1.0922, -0.9134], [3.2772, -4.2083, -4.0040], [0.0371, -0.0548, -0.2787], [-0.0007, 0.1004, -0.0749], [0.0629, -0.0195, 0.0188], [-0.0218, 0.0193, 0.0373], [-0.0141, -0.0078, 0.0151], [0.0182, -0.0339, 0.0922], [0.0003, -0.0055, 0.0322], [0.0302, 0.0198, -0.0656], [0.0151, 0.0030, 0.0223], [0.0388, 0.0056, 0.1091], [-0.0646, -0.0147, -0.0181], [0.2944, -0.1895, -0.0495], [0.0525, -0.0830, -0.0815], [0.0384, -0.0482, -0.0923], [0.0249, -0.0216, -0.0064], [-0.0187, -0.0173, 0.0054], [-0.0943, -0.0570, 0.0026], [-0.0256, -0.0024, -0.0093], [0.1363, 0.0624, 0.0555], [0.0050, 0.0043, -0.0116], [0.0847, 0.0559, 0.0635], [0.0430, -0.0679, -0.0195], [0.1653, -0.3339, -0.1505], [-0.0410, -0.2708, 0.0040], [0.0230, 0.0187, -0.0138], [-0.0615, -0.0042, 0.0403], [-0.0046, 0.0020, 0.0174], [0.0610, 0.1260, -0.0640], [-0.0097, 0.0370, 0.0147], [-0.0427, -0.0113, 0.1397], [0.0039, 0.0047, -0.0209], [0.2270, 0.0787, -0.3321], [-0.1322, 0.0179, 0.1488], [-5.4213, -2.6643, 1.3699], [-3.4047, 2.7250, 2.1257], [2.8654, 1.2802, 2.9759], [0.4028, -5.1877, 1.2116]]}



No. 3
{"formula": "C4H6O2Pm", "method": "ωB97M-V/def2-TZVPD", "charge": 2, "relative_energy_kj_mol": 456.5, "s_squared": 8.75, "spin_multiplicity": 6, "e_tot_ev": -24870.3483, "homo_energy_ev": [-14.45, -14.45], "lumo_energy_ha": [-0.369, -0.363], "elements": ["C", "O", "H", "H", "C", "C", "C", "O", "Pm", "H", "H", "H", "H"], "coordinates": [[-0.6378, -0.9287, -0.7074], [-0.4806, -2.2629, -0.7714], [-1.0526, -0.5218, -1.6303], [0.1258, -2.5933, -0.0979], [1.5959, 1.7861, -0.5439], [0.3727, 1.3768, -0.0633], [0.0846, -0.0576, 0.2138], [-1.3202, -0.3837, 0.4641], [-2.7554, -1.2777, 2.4203], [2.4631, 1.1722, -0.2649], [-0.4228, 1.9123, -0.6141], [1.2723, 2.3227, 0.6649], [0.7551, -0.5442, 0.9301]], "forces_ev_per_angstrom": [[0.2877, 0.1643, -0.9303], [-0.3581, -0.0240, 0.2475], [0.1203, -0.1246, 0.1948], [0.3246, -0.0466, -0.1635], [0.8937, 0.8733, 2.5152], [0.5994, -0.8996, -2.4311], [0.5788, 0.0317, 0.6648], [-1.7733, -0.7701, 1.7842], [0.4654, 0.4414, -0.9490], [-0.2512, -0.4618, -0.2788], [-0.3010, 0.4331, 1.5997], [-0.5374, 0.2878, -1.9869], [-0.0489, 0.0950, -0.2666]]}



No. 4
{"formula": "C4H5N3", "method": "ωB97M-V/def2-TZVPD", "relative_energy_kj_mol": 756.7, "e_tot_ev": -8691.9692, "homo_energy_ev": [-8.26, -8.00], "lumo_energy_ha": [-0.024, -0.030], "elements": ["N", "C", "N", "C", "C", "C", "N", "H", "H", "H", "H", "H"], "coordinates": [[-2.4311, 0.0609, 1.1333], [-0.5556, -0.0057, 0.3621], [-0.4056, 0.1007, 1.5467], [1.5511, -0.2057, 0.5218], [1.7225, -0.2856, -0.8075], [0.4932, -0.1284, -1.5553], [-0.6624, 0.0013, -0.9586], [-2.6649, 0.7862, 0.4466], [-2.5043, 0.5552, 2.0280], [2.3267, -0.3181, 1.2742], [2.6552, -0.4528, -1.3467], [0.4751, -0.1080, -2.6445]], "forces_ev_per_angstrom": [[-1.4424, 0.0976, -0.0514], [0.4932, 0.2399, 1.3592], [0.3886, -0.0727, -1.2961], [0.9074, -0.1880, -0.4553], [-0.2583, 0.0486, 0.2777], [-0.2586, -0.0083, -0.0063], [0.3130, -0.1376, -0.0707], [0.0416, 0.1017, 0.1002], [-0.0105, -0.1749, -0.0788], [-0.0945, 0.0678, -0.0794], [-0.0990, 0.0429, 0.1320], [0.0196, -0.0169, 0.1688]]}



No. 5
{"formula": "C23H21NNaO6PS", "method": "ωB97M-V/def2-TZVPD", "charge": -2, "e_tot_ev": -62511.4036, "homo_energy_ev": -2.56, "lumo_energy_ha": 0.155, "elements": ["Na", "C", "C", "C", "C", "C", "C", "C", "S", "O", "O", "N", "C", "C", "O", "O", "H", "H", "H", "H", "H", "H", "H", "H", "H", "O", "C", "O", "C", "P", "C", "C", "C", "C", "C", "C", "C", "C", "C", "C", "C", "C", "H", "H", "H", "H", "H", "H", "H", "H", "H", "H", "H", "H"], "coordinates": [[0.7696, -1.0014, 3.1347], [-4.4585, 0.6892, -3.0130], [-3.8912, 0.8832, -1.6331], [-4.6527, 0.6401, -0.4965], [-4.1059, 0.7867, 0.7713], [-2.7868, 1.1822, 0.9230], [-2.0205, 1.4309, -0.2054], [-2.5672, 1.2859, -1.4686], [-2.0110, 1.2368, 2.5588], [-1.0758, 2.3539, 2.4800], [-3.1363, 1.4267, 3.4705], [-1.2417, -0.0994, 2.6711], [-2.0793, -1.2818, 2.7612], [-1.3602, -2.5861, 3.2082], [-1.8570, -3.6375, 2.7632], [-0.3915, -2.4896, 4.0087], [-5.5451, 0.6032, -2.9808], [-4.0631, -0.2204, -3.4722], [-4.2001, 1.5253, -3.6656], [-5.6851, 0.3222, -0.6027], [-4.6948, 0.5984, 1.6593], [-0.9894, 1.7365, -0.0826], [-1.9540, 1.4762, -2.3434], [-2.5497, -1.5061, 1.7913], [-2.8892, -1.1358, 3.4923], [5.1349, -1.8365, 2.4067], [3.9561, -1.5458, 2.1613], [3.0896, -1.0420, 2.9262], [3.4524, -1.8733, 0.7198], [1.9071, -0.9217, 0.5041], [2.5099, 0.7969, 0.4569], [3.7637, 1.2015, 0.0036], [4.1140, 2.5423, 0.0215], [3.2194, 3.4924, 0.4966], [1.9798, 3.0943, 0.9716], [1.6316, 1.7523, 0.9580], [1.5413, -1.2604, -1.2635], [0.8024, -2.4180, -1.5107], [0.4558, -2.7817, -2.8010], [0.8215, -1.9771, -3.8707], [1.5368, -0.8129, -3.6369], [1.8958, -0.4576, -2.3447], [3.2067, -2.9376, 0.6665], [4.2272, -1.6844, -0.0258], [4.4805, 0.4700, -0.3495], [5.0956, 2.8460, -0.3263], [3.5006, 4.5393, 0.5148], [1.2777, 3.8118, 1.3771], [0.6788, 1.4538, 1.3778], [0.4785, -3.0257, -0.6723], [-0.1224, -3.6827, -2.9681], [0.5367, -2.2492, -4.8804], [1.8155, -0.1712, -4.4657], [2.4488, 0.4580, -2.1765]], "forces_ev_per_angstrom": [[0.9039, 0.4321, 0.0584], [-0.0127, -0.0163, -0.0021], [-0.0051, 0.0026, 0.0369], [0.0311, 0.0077, -0.1173], [0.0081, 0.0206, 0.1515], [-0.0508, -0.0182, 0.2451], [0.1250, 0.0250, -0.0772], [-0.0056, 0.0003, 0.0203], [-0.0440, 0.1545, -0.1562], [-0.0393, -0.1240, 0.0101], [0.1361, -0.1420, -0.1572], [-0.0812, 0.5504, 0.1601], [-0.3846, -0.3018, -0.1039], [-0.3661, -0.2544, -0.0624], [-0.0656, -0.0065, 0.0004], [-0.1781, -0.2423, 0.1894], [-0.0216, -0.0048, -0.0198], [-0.0092, 0.0032, -0.0162], [-0.0087, 0.0004, -0.0273], [-0.0075, 0.0001, -0.0082], [-0.0068, -0.0030, 0.0119], [0.0067, 0.0053, -0.0287], [0.0135, 0.0009, -0.0075], [0.0044, -0.0466, 0.1357], [0.0156, -0.0693, -0.0639], [0.0038, 0.1204, 0.0242], [0.2092, -0.3507, -0.0719], [-0.0235, 0.0580, -0.0331], [-0.0089, 0.1028, 0.1891], [-0.0807, -0.1871, -0.1129], [0.0213, 0.0420, -0.0274], [-0.0056, -0.0077, -0.0099], [0.1011, 0.0230, -0.0424], [0.0075, 0.0630, 0.0057], [-0.0377, 0.1031, 0.0344], [0.0561, 0.0214, -0.0074], [-0.0169, 0.0609, -0.0453], [-0.0136, -0.0338, -0.0150], [-0.0432, -0.0549, -0.0086], [-0.0203, -0.0198, -0.1013], [0.0141, 0.0478, -0.0939], [0.0062, -0.0038, 0.0231], [-0.0066, 0.0226, 0.0476], [-0.0111, 0.0292, 0.0466], [-0.0163, -0.0240, -0.0010], [-0.0143, 0.0003, 0.0065], [0.0001, 0.0062, -0.0003], [-0.0163, 0.0031, 0.0072], [-0.0476, 0.0089, 0.0021], [-0.0123, -0.0061, 0.0076], [0.0008, -0.0020, -0.0057], [0.0018, -0.0001, -0.0029], [-0.0069, -0.0074, -0.0045], [0.0025, 0.0108, 0.0176]]}



No. 6
{"formula": "C4H11N2O", "method": "ωB97M-V/def2-TZVPD", "charge": 2, "relative_energy_kj_mol": 77.1, "s_squared": 0.77, "spin_multiplicity": 2, "e_tot_ev": -9334.1318, "homo_energy_ev": [-20.94, -20.90], "lumo_energy_ha": [-0.319, -0.485], "elements": ["N", "C", "C", "N", "C", "C", "O", "H", "H", "H", "H", "H", "H", "H", "H", "H", "H", "H"], "coordinates": [[1.6306, 2.1652, -0.0395], [0.3338, 1.4486, -0.3556], [0.1615, 0.3250, 0.6770], [-0.5576, -0.8194, 0.3597], [-1.3327, -1.2143, -0.7831], [-0.9259, -2.6102, -1.2357], [0.4869, 0.5681, 1.8134], [2.4044, 1.6364, -0.4548], [1.6316, 3.0947, -0.4706], [1.7317, 2.1876, 0.9882], [0.4095, 1.0785, -1.3763], [-0.5112, 2.1201, -0.1925], [-0.2819, -1.6492, 0.9100], [-1.3467, -0.4280, -1.5395], [-2.3817, -1.2501, -0.4057], [-1.2145, -3.3390, -0.4732], [-1.4106, -2.8474, -2.1776], [0.1514, -2.6565, -1.3796]], "forces_ev_per_angstrom": [[-0.8069, -0.7336, -0.1635], [0.4143, -0.5991, -0.1761], [-0.1827, 2.3205, 0.4617], [0.3023, -1.9434, -0.5272], [-0.1543, 1.0226, 0.1077], [0.2624, -0.3525, 0.3373], [0.2180, -1.0470, -0.2806], [0.2037, 0.1635, 0.2219], [0.0774, 0.1753, 0.3190], [0.2322, 0.3906, -0.1604], [-0.2632, 0.2436, -0.0631], [0.0827, 0.1393, -0.3172], [-0.3101, 0.4189, 0.5733], [0.1168, -0.0019, -0.0068], [-0.0283, -0.1134, 0.0181], [-0.0073, -0.0854, -0.2271], [-0.2136, 0.0224, -0.0147], [0.0566, -0.0204, -0.1024]]}